1.
14
Properties=species:S:1:pos:R:3 method="wB97M-V/def2-TZVPD" spin_multiplicity=1 fmax_ha_per_bohr=0.07609 smiles="O=C[C@H]1C=C=C=CC1" de_lowest_kcal_mol=96.5 energy_ev=-9398.0339
O 0.45629 -1.71454 1.61319
C -0.00415 -1.66763 0.48978
C -0.18017 -0.40684 -0.29570
C -1.74688 -0.31243 0.00039
C -1.86153 0.53011 0.98047
C -1.07286 1.43276 1.40294
C 0.12082 1.85045 1.06760
C 0.71870 0.73396 0.16095
H -0.42187 -2.59928 0.09885
H -0.22049 -0.58920 -1.37467
H -2.46065 -1.02366 -0.40950
H 0.65035 2.73825 1.30097
H 1.70332 0.32983 0.72173
H 1.16632 1.18178 -0.62698

2.
15
Properties=species:S:1:pos:R:3 method="wB97M-V/def2-TZVPD" spin_multiplicity=1 fmax_ha_per_bohr=0.13823 smiles="O=Cc1ccccc1O" de_lowest_kcal_mol=16.2 energy_ev=-11449.5415
O 2.96378 -0.17414 -0.06304
C 1.93934 -0.82820 0.02876
C 0.52365 -0.38690 -0.01099
C -0.35728 -1.49029 0.00128
C -1.80695 -1.33097 -0.01205
C -2.37734 -0.07988 -0.02639
C -1.57745 0.95928 -0.01273
C -0.13432 0.93999 -0.06428
O 0.59011 2.04970 0.04484
H 2.06019 -1.80563 0.48505
H 0.11916 -2.46233 -0.10058
H -2.27197 -2.34341 0.05704
H -3.41556 0.10724 0.13483
H -2.04644 2.05094 0.03715
H -0.13434 2.75049 0.11050